1.
C6H16N | ωB97M-V with the def2-TZVPD basis set

- orbital gap (eV) = 10.3
- structure (SMILES) = CCCCCC[NH3+]
- total charge = +1
- relative energy (zero: lowest compared OMol25 entry of this formula, charge and spin) (kcal per mole) = 11.7

Geometry (Å):
C -2.9700 -1.4512 -0.2828
C -1.7939 -0.9248 0.5240
C -1.1126 0.3363 0.0102
C 0.1294 0.0432 -0.8425
C 1.2100 1.1161 -0.8804
C 1.8927 1.3005 0.4668
N 2.7739 0.1101 0.8222
H -3.3696 -2.3663 0.1460
H -3.7396 -0.6945 -0.4340
H -2.6413 -1.7676 -1.2843
H -1.1004 -1.7367 0.7356
H -2.1558 -0.7566 1.5534
H -1.8195 0.8432 -0.6392
H -0.9003 1.0584 0.7974
H 0.5596 -0.9304 -0.5467
H -0.1386 -0.2346 -1.8675
H 1.9081 0.9765 -1.7069
H 0.7263 2.0783 -1.0132
H 1.1609 1.3926 1.2589
H 2.4896 2.2074 0.5003
H 2.9819 -0.4622 0.0011
H 3.6708 0.3646 1.2380
H 2.2385 -0.5022 1.4435

Atomic forces in eV per Å
0.60 -0.24 -1.02
-0.61 -0.19 1.70
0.11 -0.12 -0.81
0.32 -1.14 -0.43
-0.53 0.23 0.67
0.20 0.26 -0.41
-0.34 -0.31 -0.11
-0.26 0.18 0.29
-0.09 -0.11 0.23
-0.01 0.22 0.08
0.45 -0.12 -0.49
-0.13 0.35 -0.33
-0.18 0.28 -0.06
0.13 -0.14 0.26
0.15 0.21 0.43
-0.26 0.47 0.01
0.15 0.01 0.12
-0.10 0.26 -0.43
-0.11 -0.12 0.16
0.31 -0.15 -0.09
-0.01 0.16 -0.17
-0.18 0.02 0.24
0.39 0.02 0.15

2.
C6H16N2 | ωB97M-V with the def2-TZVPD basis set

- orbital gap (spin up / spin down) (eV) = 5.3 / 4.0
- total charge = -1
- relative energy (zero: lowest compared OMol25 entry of this formula, charge and spin) (kcal per mole) = 167.8
- 2S+1 = 2

Geometry (Å):
C -0.2162 -0.4009 1.5019
C 0.2085 -0.3659 3.0342
C -1.1700 -0.0490 2.5822
N 0.7071 -1.1397 -3.2901
C 0.4611 0.6941 0.8695
N -0.1242 1.1217 -0.4244
C 0.6787 0.8327 -1.5849
C -1.4687 0.6519 -0.6340
H 1.3905 -1.8278 -0.6770
H 0.9725 -2.1708 -0.3011
H 0.7536 0.2152 3.8681
H 0.1146 -1.3604 3.4331
H -1.6083 1.0173 2.5848
H -2.0000 -0.7481 2.5539
H 1.1114 -2.0122 -3.4105
H 0.7591 -0.6214 -4.1003
H 0.7321 1.5415 1.5682
H 1.5520 0.1883 0.5228
H 0.7035 -0.0513 -2.1945
H 1.7443 1.2341 -1.5240
H 0.1177 1.4880 -2.2336
H -2.1178 1.0553 0.1549
H -1.7769 1.1049 -1.5607
H -1.5245 -0.3973 -0.7385

Atomic forces in eV per Å
1.48 2.10 4.25
-0.79 -1.73 1.42
-2.70 1.47 -1.38
-1.36 -0.24 1.99
3.71 -0.77 -4.43
0.64 -0.09 2.73
1.04 3.85 0.17
0.15 1.92 0.48
2.57 2.09 -2.50
-2.55 -2.18 2.40
-0.46 -0.11 -2.35
0.41 -0.65 0.23
1.02 -1.52 -0.09
-0.02 -0.27 1.14
1.07 -2.12 -0.70
0.29 1.15 -2.62
-0.55 -0.78 -0.51
-2.36 1.61 1.07
-0.11 -2.30 0.45
-1.21 -0.20 0.32
0.49 0.67 -1.47
-0.05 -0.40 -0.08
-0.43 0.02 -0.53
-0.29 -1.54 0.01

3.
C6H16N2 | ωB97M-V with the def2-TZVPD basis set

- orbital gap (spin up / spin down) (eV) = 7.1 / 6.6
- relative energy (zero: lowest compared OMol25 entry of this formula, charge and spin) (kcal per mole) = 142.9

Geometry (Å):
C -1.1942 -0.9072 -0.4562
C -1.6113 0.4096 -0.2489
C 1.4547 -0.4312 -1.5974
C -1.4043 -1.6528 -1.7295
H -0.9752 -1.5168 0.4128
H -2.4204 -2.0601 -1.7383
H -2.2740 0.5490 0.6104
H -0.7451 1.2883 0.4341
H -2.0014 0.9248 -1.1237
H 0.7999 0.3523 -1.9629
H 1.3396 -1.3269 -2.1979
H 2.4791 -0.0829 -1.7320
H -0.7145 -2.4898 -1.8314
H -1.2866 -0.9977 -2.5937
N 1.0319 -0.0529 2.2003
N 1.9545 -0.3775 1.3068
C 0.3455 1.0846 2.3411
C 0.1948 2.0089 1.2793
H 0.8160 -0.8134 2.8379
H 1.4435 -0.5983 -0.4577
H 2.3506 0.4840 0.9256
H -0.3737 1.0867 3.1476
H 1.0547 2.1671 0.6265
H -0.2640 2.9525 1.5473

Atomic forces in eV per Å
-1.36 1.20 0.47
-1.17 -2.11 -0.56
0.88 0.08 1.07
0.73 0.20 -0.19
0.05 0.03 0.10
0.02 0.06 0.04
0.53 0.14 0.28
1.87 1.26 0.99
0.20 0.11 -0.08
-0.22 0.05 0.18
-0.11 -0.17 0.12
0.16 0.06 -0.30
0.00 -0.02 -0.05
-0.10 -0.04 -0.05
-0.09 0.82 -0.11
0.45 -0.10 0.82
-0.18 -1.45 0.29
-0.52 -0.12 -1.61
0.06 0.19 0.00
-0.69 -0.06 -1.70
-0.38 0.00 0.02
0.10 -0.10 0.18
-0.13 -0.06 0.04
-0.12 0.03 0.06

4.
C6H16N2 | ωB97M-V with the def2-TZVPD basis set

- orbital gap (eV) = 2.2
- relative energy (zero: lowest compared OMol25 entry of this formula, charge and spin) (kcal per mole) = 231.1

Geometry (Å):
C 2.2169 -1.6017 -1.4131
N 2.8974 -0.3345 -1.1797
C 2.3531 -0.0270 1.3027
C 1.4770 1.2158 1.3161
C 0.7458 1.3086 -0.0445
C -0.4025 0.6498 -0.1332
N -3.7361 -0.1300 -0.1131
C -5.1359 0.1202 -0.0525
H 2.4875 -2.3369 -0.6551
H 1.1297 -1.4930 -1.4624
H 2.4281 -1.9270 -2.4408
H 3.8731 -0.4696 -1.4417
H 3.1297 0.1487 2.0537
H 1.8795 -0.9870 1.4998
H 2.7970 -0.0783 -0.0263
H 0.6951 1.2787 2.0707
H 2.1158 2.0871 1.4754
H 1.0799 1.9485 -0.8494
H -1.2121 0.7871 -0.8406
H -0.6187 -0.1662 0.5600
H -3.5354 -0.7123 0.7038
H -5.5568 0.1907 0.9516
H -5.7218 -0.5450 -0.7221
H -5.3861 1.0735 -0.5592

Atomic forces in eV per Å
-0.40 0.33 -0.46
-0.41 0.09 -0.17
-0.73 1.10 2.57
0.62 -0.31 -1.94
-0.94 0.18 0.85
-0.40 -0.55 -0.23
-0.12 -0.21 0.22
-0.06 1.13 -0.81
-0.03 -0.45 -0.29
0.05 0.30 0.58
0.52 -0.26 0.33
0.14 0.09 0.54
0.65 -0.47 -0.67
-0.18 -0.03 -0.58
0.37 -0.24 -0.88
0.09 -0.48 0.33
-0.03 -0.01 -0.14
0.11 0.28 0.25
0.49 -0.09 -0.52
-0.14 0.50 0.39
0.23 0.02 -0.09
-0.23 -0.46 0.05
0.05 -0.47 0.48
0.35 0.01 0.19

5.
C6H16N2 | ωB97M-V with the def2-TZVPD basis set

- orbital gap (eV) = 9.8
- structure (SMILES) = C/C=C/C.NCCN
- relative energy (zero: lowest compared OMol25 entry of this formula, charge and spin) (kcal per mole) = 33.1

Geometry (Å):
C -0.2326 2.0651 1.5348
C -1.1346 1.2578 0.6183
C -2.3490 1.6793 0.1419
C -3.2294 0.7770 -0.7035
H 0.1728 1.5396 2.4151
H 0.6353 2.3360 0.9066
H -0.6956 3.0173 1.8218
H -0.8087 0.2486 0.3529
H -2.7315 2.6647 0.3767
H -2.7156 -0.1404 -1.0342
H -3.5762 1.3035 -1.6162
H -4.1444 0.4794 -0.1602
N 2.9166 -0.9432 -1.8223
C 2.0421 -0.7241 -0.6294
C 1.3015 -2.0567 -0.2706
N 0.3275 -1.9282 0.8175
H 3.6353 -1.5589 -1.5201
H 3.4363 -0.1297 -2.0310
H 1.2956 0.0619 -0.8259
H 2.6319 -0.4146 0.2564
H 0.6920 -2.3064 -1.1574
H 2.0288 -2.8785 -0.1430
H -0.1957 -2.7702 0.9723
H 0.6977 -1.5792 1.6993

Atomic forces in eV per Å
0.30 0.24 -1.11
-2.04 0.67 0.00
1.89 -1.52 0.46
-0.19 0.34 -0.36
-0.45 0.04 -0.34
0.01 0.01 0.42
0.01 -0.32 0.13
-0.03 0.25 0.11
0.01 0.08 0.13
-0.07 0.37 0.27
0.17 -0.23 0.41
0.36 0.12 -0.12
-1.48 -0.44 0.92
-0.04 -0.62 0.38
-0.35 0.40 -0.88
0.51 0.83 0.02
0.62 -1.01 0.15
0.24 1.35 -0.33
0.30 -0.32 -0.08
-0.22 0.04 -0.22
0.42 -0.05 0.19
-0.01 0.30 0.08
-0.01 -0.23 0.07
0.08 -0.30 -0.31

6.
C6H16N2 | ωB97M-V with the def2-TZVPD basis set

- orbital gap (eV) = 10.0
- structure (SMILES) = CC(C)NC[C@H](C)N
- relative energy (zero: lowest compared OMol25 entry of this formula, charge and spin) (kcal per mole) = 24.7

Geometry (Å):
C 2.2344 -0.2134 1.3574
C 1.2912 -1.2840 0.8258
C 1.8310 -1.9820 -0.4294
N -0.1018 -0.8482 0.5923
C -0.1410 0.2697 -0.3972
C -1.5930 0.7322 -0.5102
C -1.8578 1.3641 -1.8993
N -1.8589 1.6336 0.5981
H 2.6368 0.4386 0.5802
H 3.0549 -0.6649 1.9145
H 1.6601 0.3907 2.0687
H 1.2895 -2.0705 1.5895
H 2.6554 -2.6587 -0.1695
H 2.3758 -1.3794 -1.1665
H 1.0454 -2.5727 -0.8959
H -0.3889 -0.4424 1.4860
H 0.4005 1.1718 -0.0955
H 0.2935 -0.1416 -1.2995
H -2.2925 -0.1031 -0.4571
H -1.9003 2.4571 -1.7928
H -1.0205 1.3781 -2.6272
H -2.6016 0.8599 -2.5130
H -1.0848 2.2299 0.8155
H -2.6836 2.2087 0.4914

Atomic forces in eV per Å
-0.32 0.25 0.25
0.33 -0.71 -0.60
1.00 -0.41 0.04
1.09 1.07 0.36
-1.00 -1.12 1.13
-0.01 0.28 -1.54
1.50 0.90 -0.87
-0.45 -0.35 0.52
-0.02 -0.01 0.03
0.12 0.02 -0.13
0.24 0.15 0.00
-0.50 0.11 0.00
-0.35 -0.22 0.35
-0.74 0.53 0.01
0.03 0.05 -0.14
-0.36 -0.17 -0.23
0.52 -0.10 -0.02
-0.23 0.24 -0.39
0.31 -0.23 0.36
-1.18 -0.22 -0.03
0.35 -0.69 0.66
-0.70 0.48 0.46
0.38 0.32 -0.10
-0.02 -0.17 -0.12